A 2-piece molecular cluster, C8H11ClNO3S overall. Source: OMol25; level of theory: the ωB97M-V functional and the def2-TZVPD basis.

Properties
total charge	-1
E_LUMO	0.0956	Ha
HOMO energy	-5.2	eV

Bonds (Å) are listed after each position.
Cartesian coordinates (Å):
1 Cl -2.703 -1.400 -0.135  C12 1.703
2 S -3.354 1.280 -1.350  C12 1.662
3 O -1.188 0.813 2.344  C13 1.262
4 O -0.072 -1.133 2.668  C13 1.253
5 O 1.041 -1.626 -1.964  C7 1.208
6 N 0.407 -1.535 0.206  C7 1.299, C14 1.421, H22 0.992
7 C 0.881 -2.098 -0.864  O5 1.208, N6 1.299, C11 1.586
8 C 0.083 2.308 0.205  C9 1.555, C10 1.522, H17 1.046, H23 1.121
9 C 0.434 0.846 -0.194  C8 1.555, C14 1.329, H19 1.173
10 C 1.147 3.209 -0.405  C8 1.522, H15 1.182, H16 1.050, H24 1.043
11 C 1.007 -3.677 -0.777  C7 1.586, H20 1.008, H21 1.008, H25 1.009
12 C -2.825 0.299 -0.117  Cl1 1.703, S2 1.662, H18 1.194
13 C -0.416 -0.126 2.005  O3 1.262, O4 1.253, C14 1.531
14 C 0.111 -0.193 0.569  N6 1.421, C9 1.329, C13 1.531
15 H 2.162 3.305 0.192  C10 1.182
16 H 0.786 4.193 -0.460  C10 1.050
17 H 0.024 2.518 1.228  C8 1.046
18 H -2.520 0.878 0.880  C12 1.194
19 H 0.880 0.617 -1.254  C9 1.173
20 H 1.391 -3.958 -1.666  C11 1.008
21 H 1.674 -3.907 -0.058  C11 1.008
22 H 0.425 -2.179 0.961  N6 0.992
23 H -0.914 2.618 -0.204  C8 1.121
24 H 1.437 2.916 -1.363  C10 1.043
25 H 0.100 -3.968 -0.445  C11 1.009

A 2-piece molecular cluster, C8H11ClNPS overall. Source: OMol25; level of theory: the ωB97M-V functional and the def2-TZVPD basis.

Properties
SMILES string	Cl/P=N\c1ccccc1.CCS
energy relative to the best compared isomer or geometry (same formula, charge and spin)	36.4	kcal/mol
total charge	0
E_LUMO	-0.0376	Ha
HOMO energy	-8.8	eV

Bonds (Å) are listed after each position.
Cartesian coordinates (Å):
1 Cl -4.346 0.713 0.629  P3 2.186
2 S 1.382 3.719 0.690  C6 1.912, H20 1.347
3 P -2.949 1.579 -0.812  Cl1 2.186, N4 1.554
4 N -1.768 0.576 -0.932  P3 1.554, C12 1.361
5 C -0.912 -1.652 -1.143  C8 1.329, C12 1.401, H14 1.023
6 C 2.297 2.442 -0.400  S2 1.912, C9 1.539, H17 1.159, H21 1.189
7 C -0.328 -2.993 0.767  C8 1.408, C10 1.374, H18 1.035
8 C -0.547 -2.815 -0.612  C5 1.329, C7 1.408, H13 1.086
9 C 1.945 0.974 -0.096  C6 1.539, H15 0.985, H22 1.034, H23 1.006
10 C -0.597 -1.928 1.593  C7 1.374, C11 1.434, H19 1.152
11 C -1.142 -0.717 1.053  C10 1.434, C12 1.422, H16 1.074
12 C -1.263 -0.549 -0.354  N4 1.361, C5 1.401, C11 1.422
13 H -0.417 -3.570 -1.382  C8 1.086
14 H -1.008 -1.692 -2.161  C5 1.023
15 H 2.469 0.377 -0.679  C9 0.985
16 H -1.486 0.179 1.534  C11 1.074
17 H 2.098 2.819 -1.477  C6 1.159
18 H 0.041 -3.906 1.084  C7 1.035
19 H -0.550 -2.099 2.731  C10 1.152
20 H 0.511 4.076 -0.274  S2 1.347
21 H 3.440 2.722 -0.227  C6 1.189
22 H 0.959 0.929 -0.405  C9 1.034
23 H 2.171 0.816 0.872  C9 1.006

An isolated ion of composition C8H11F3N3 and charge +1. Source: OMol25; level of theory: the ωB97M-V functional and the def2-TZVPD basis.

Properties
2S+1	3
<S²>	2.034
total charge	+1
E_LUMO (alpha / beta)	-0.1751 / -0.2887	Ha
HOMO energy (alpha / beta)	-11.7 / -14.6	eV

Bonds (Å) are listed after each position.
Cartesian coordinates (Å):
1 F -4.519 0.889 -0.183  C11 1.346
2 F -4.303 -0.929 1.012  C11 1.341
3 F -4.430 -0.920 -1.155  C11 1.293
4 N -1.870 0.949 0.231  C8 1.397, C9 1.346, H25 1.122
5 N 0.151 -0.204 0.349  C8 1.295, C13 1.453
6 N 1.489 2.174 0.237  C12 1.248, C14 1.395
7 C 2.146 -1.307 1.041  C13 1.453, H18 1.064, H22 1.136, H23 1.173
8 C -0.474 0.921 0.211  N4 1.397, N5 1.295, C12 1.492
9 C -2.430 -0.214 -0.153  N4 1.346, C11 1.505, H24 1.170
10 C 1.466 -1.109 -1.330  C13 1.553, H16 1.147, H17 1.120, H19 1.030
11 C -3.931 -0.321 -0.124  F1 1.346, F2 1.341, F3 1.293, C9 1.505
12 C 0.243 2.228 0.253  N6 1.248, C8 1.492, H21 1.091
13 C 1.558 -0.415 0.056  N5 1.453, C7 1.453, C10 1.553, C14 1.644
14 C 2.297 1.053 0.042  N6 1.395, C13 1.644, H15 1.099, H20 1.047
15 H 2.704 1.220 -0.965  C14 1.099
16 H 2.342 -0.769 -1.988  C10 1.147
17 H 1.588 -2.213 -1.181  C10 1.120
18 H 3.137 -1.662 0.881  C7 1.064
19 H 0.683 -1.067 -1.998  C10 1.030
20 H 3.037 1.146 0.775  C14 1.047
21 H -0.412 3.076 0.458  C12 1.091
22 H 1.606 -2.289 1.220  C7 1.136
23 H 2.207 -0.882 2.133  C7 1.173
24 H -1.720 -1.106 -0.413  C9 1.170
25 H -2.563 1.753 0.593  N4 1.122

One molecule with the formula C8H11FN2O2. Source: OMol25; level of theory: the ωB97M-V functional and the def2-TZVPD basis.

Properties
SMILES string	FCc1cc(OC[C@H]2CCN2)on1
energy relative to the best compared isomer or geometry (same formula, charge and spin)	51.2	kcal/mol
total charge	0
E_LUMO	0.0308	Ha
HOMO energy	-8.8	eV

Bonds (Å) are listed after each position.
Cartesian coordinates (Å):
1 F 3.812 1.864 0.741  C6 1.396
2 O 2.089 -2.124 -0.384  N4 1.376, C10 1.352
3 O -0.034 -2.016 0.158  C9 1.422, C10 1.299
4 N 3.229 -1.355 -0.440  O2 1.376, C13 1.323
5 N -1.375 0.906 -0.439  C7 1.484, C8 1.473, H15 1.011
6 C 4.003 0.868 -0.219  F1 1.396, C13 1.503, H14 1.130, H17 1.096
7 C -1.852 -0.472 -0.166  N5 1.484, C9 1.548, C11 1.549, H20 1.098
8 C -2.738 1.467 -0.439  N5 1.473, C11 1.533, H21 1.101, H22 1.105
9 C -1.068 -1.333 0.855  O3 1.422, C7 1.548, H19 1.102, H23 1.094
10 C 1.074 -1.346 0.058  O2 1.352, O3 1.299, C12 1.379
11 C -3.184 0.185 0.274  C7 1.549, C8 1.533, H16 1.123, H24 1.106
12 C 1.511 -0.048 0.212  C10 1.379, C13 1.421, H18 1.075
13 C 2.855 -0.101 -0.247  N4 1.323, C6 1.503, C12 1.421
14 H 4.961 0.337 0.061  C6 1.130
15 H -0.722 0.989 -1.206  N5 1.011
16 H -4.118 -0.278 -0.144  C11 1.123
17 H 4.204 1.312 -1.200  C6 1.096
18 H 0.940 0.726 0.694  C12 1.075
19 H -1.733 -2.124 1.237  C9 1.102
20 H -1.971 -1.077 -1.075  C7 1.098
21 H -3.122 1.597 -1.462  C8 1.101
22 H -2.790 2.423 0.111  C8 1.105
23 H -0.643 -0.722 1.657  C9 1.094
24 H -3.331 0.322 1.362  C11 1.106